Formula: C3H6OS
Source: the Open Molecules 2025 dataset
Level of theory: ωB97M-V/def2-TZVPD

Summary:
Energy above the lowest of the compared OMol25 structures with the same formula, charge and spin in kJ/mol: 293.15
HOMO energy in eV: -9.148
HOMO-LUMO gap in eV: 10.0
Molar mass in g mol⁻¹: 90.15
Largest force on an atom in eV/Å: 7.6
E_LUMO in eV: 0.81
Calculated total energy in Ha: -591.221350

Each line ends with the Löwdin charge.
Atoms and positions in Å:
O  -1.16  -1.41  0.07  -0.049
C  -0.81  -0.13  -0.30  -0.426
C  -0.17  0.80  0.56  -0.290
C  0.55  0.38  -0.56  -0.662
S  1.90  -0.51  0.10  0.815
H  -0.46  -1.65  0.84  0.161
H  -1.67  0.60  -0.71  0.197
H  0.05  0.78  1.70  0.155
H  -0.52  1.80  0.36  0.098
H  0.64  0.98  -1.44  0.108
H  1.64  -1.64  -0.62  -0.106


Formula: C3H6OS
Source: the Open Molecules 2025 dataset
Level of theory: ωB97M-V/def2-TZVPD

Summary:
Energy above the lowest of the compared OMol25 structures with the same formula, charge and spin in kJ/mol: 196.44
HOMO energy (alpha / beta) in eV: -5.208 / -9.792
<S²>: 2.007
HOMO-LUMO gap (alpha / beta) in eV: 6.2 / 7.6
Molar mass in g mol⁻¹: 90.15
Largest force on an atom in eV/Å: 5.2
E_LUMO (alpha / beta) in eV: 1.03 / -2.20
Spin multiplicity: 3
Calculated total energy in Ha: -591.103170

Each line ends with the Löwdin spin population.
Atoms and positions in Å:
C  0.06  0.97  0.66  0.588
C  -0.45  -0.04  -0.24  0.148
C  0.13  -1.33  0.20  0.020
O  -0.08  2.01  -2.00  0.516
S  0.74  1.06  -1.22  0.619
H  -0.48  1.83  0.81  0.031
H  0.65  0.65  1.48  0.049
H  -1.40  -0.21  -0.66  0.016
H  0.81  -1.23  1.08  0.004
H  0.67  -1.86  -0.63  0.005
H  -0.65  -1.85  0.52  0.004


Formula: C3H6OS2
Source: the Open Molecules 2025 dataset
Level of theory: ωB97M-V/def2-TZVPD

Summary:
Energy above the lowest of the compared OMol25 structures with the same formula, charge and spin in kJ/mol: 112.18
HOMO energy in eV: -8.526
HOMO-LUMO gap in eV: 8.9
Molar mass in g mol⁻¹: 122.21
Largest force on an atom in eV/Å: 3.2
E_LUMO in eV: 0.42
Calculated total energy in Ha: -989.485806

Each line ends with the Löwdin charge.
Atoms and positions in Å:
C  -2.69  -0.90  -0.15  -0.399
S  -1.52  0.54  -0.21  0.815
C  -0.20  -0.09  0.85  -0.533
C  1.08  0.27  0.18  -1.076
O  1.09  1.51  -0.12  0.012
S  2.12  -0.88  -0.20  0.747
H  -3.32  -0.92  0.78  0.046
H  -3.45  -0.81  -0.92  0.018
H  -2.06  -1.82  -0.35  0.052
H  -0.23  -1.17  1.03  0.064
H  -0.25  0.45  1.91  0.133
H  1.90  1.96  -0.29  0.121


Formula: C3H6OS2
Source: the Open Molecules 2025 dataset
Level of theory: ωB97M-V/def2-TZVPD

Summary:
Energy above the lowest of the compared OMol25 structures with the same formula, charge and spin in kJ/mol: 294.19
HOMO energy in eV: -9.172
HOMO-LUMO gap in eV: 9.1
Molar mass in g mol⁻¹: 122.21
Largest force on an atom in eV/Å: 5.6
E_LUMO in eV: -0.12
Calculated total energy in Ha: -989.416482

Each line ends with the Löwdin charge.
Atoms and positions in Å:
C  -0.94  -2.00  -0.35  -0.465
S  -1.34  -0.26  -0.35  0.787
C  0.40  0.17  -0.16  -0.521
C  0.52  1.59  -0.09  -0.935
O  1.29  2.33  -0.72  -0.065
S  -0.36  2.50  1.18  0.690
H  -1.93  -2.67  -0.17  0.098
H  -0.15  -2.09  -1.08  -0.004
H  -0.18  -2.37  0.52  0.084
H  0.63  -0.14  0.91  0.115
H  1.00  -0.48  -0.89  0.118
H  1.06  3.42  1.19  0.098


Formula: C3H6OS2
Source: the Open Molecules 2025 dataset
Level of theory: ωB97M-V/def2-TZVPD

Summary:
Energy above the lowest of the compared OMol25 structures with the same formula, charge and spin in kJ/mol: 388.63
HOMO energy in eV: -9.305
HOMO-LUMO gap in eV: 8.9
Molar mass in g mol⁻¹: 122.21
Largest force on an atom in eV/Å: 4.2
E_LUMO in eV: -0.41
Calculated total energy in Ha: -989.380510

Each line ends with the Löwdin charge.
Atoms and positions in Å:
C  0.30  0.63  0.56  -0.144
C  -0.73  -0.52  0.73  -0.163
C  0.19  -0.42  -0.48  -0.431
O  -1.22  -1.27  -2.53  -0.471
S  -2.40  1.13  -1.34  0.265
S  -0.89  0.00  -1.88  0.364
H  -0.13  1.57  0.58  0.062
H  1.18  0.56  1.22  0.117
H  -0.64  -1.46  1.41  0.143
H  -1.73  -0.19  0.54  -0.002
H  0.91  -1.11  -0.91  0.124
H  0.10  1.01  -2.87  0.136


Formula: C3H6OS2
Source: the Open Molecules 2025 dataset
Level of theory: ωB97M-V/def2-TZVPD

Summary:
Energy above the lowest of the compared OMol25 structures with the same formula, charge and spin in kJ/mol: 136.49
HOMO energy in eV: -9.023
HOMO-LUMO gap in eV: 9.4
Molar mass in g mol⁻¹: 122.21
Largest force on an atom in eV/Å: 2.2
E_LUMO in eV: 0.41
Calculated total energy in Ha: -989.476547

Each line ends with the Löwdin charge.
Atoms and positions in Å:
O  0.73  2.40  -1.35  0.051
C  -0.08  1.80  -0.71  -0.324
C  -1.14  0.80  -1.17  -0.197
C  -0.55  -0.67  -1.28  -0.475
S  -0.27  -1.54  0.37  0.366
S  0.71  -0.47  1.76  0.284
H  0.03  2.01  0.40  0.101
H  -2.06  0.89  -0.55  0.116
H  -1.50  0.94  -2.23  0.122
H  -1.23  -1.44  -1.79  0.086
H  0.44  -0.73  -1.74  0.063
H  2.02  -0.28  1.57  -0.192


Formula: C3H6OS3
Source: the Open Molecules 2025 dataset
Level of theory: ωB97M-V/def2-TZVPD

Summary:
Energy above the lowest of the compared OMol25 structures with the same formula, charge and spin in kJ/mol: 119.57
HOMO energy (alpha / beta) in eV: -9.024 / -8.410
HOMO-LUMO gap (alpha / beta) in eV: 7.8 / 6.8
Molar mass in g mol⁻¹: 154.28
Largest force on an atom in eV/Å: 3.3
E_LUMO (alpha / beta) in eV: -1.19 / -1.58
Calculated total energy in Ha: -1387.614656

Each line ends with the Löwdin charge.
Atoms and positions in Å:
C  -0.15  0.08  -0.67  -0.395
C  0.01  1.35  0.05  -0.649
C  0.58  -1.17  -0.04  -0.536
O  4.73  0.16  -0.04  -0.587
S  1.60  2.15  -0.35  0.531
S  2.36  -1.46  -0.45  0.545
S  3.41  0.04  0.54  0.498
H  -1.20  -0.25  -0.83  0.111
H  0.19  -0.02  -1.74  0.110
H  -0.71  2.26  -0.26  0.113
H  -0.08  1.23  1.16  0.074
H  0.39  -1.27  1.10  0.105
H  0.05  -2.03  -0.54  0.079


Formula: C3H6OS3
Source: the Open Molecules 2025 dataset
Level of theory: ωB97M-V/def2-TZVPD

Summary:
Energy above the lowest of the compared OMol25 structures with the same formula, charge and spin in kJ/mol: 326.78
HOMO energy (alpha / beta) in eV: -8.154 / -9.057
HOMO-LUMO gap (alpha / beta) in eV: 6.3 / 7.7
Molar mass in g mol⁻¹: 154.28
Largest force on an atom in eV/Å: 3.9
E_LUMO (alpha / beta) in eV: -1.81 / -1.34
Calculated total energy in Ha: -1387.535732

Each line ends with the Löwdin charge.
Atoms and positions in Å:
C  0.00  -0.95  -0.43  -0.469
C  -0.60  0.35  -0.36  -0.944
C  1.36  -1.18  0.13  -0.130
O  -2.68  -1.03  0.47  -0.531
S  -1.46  1.21  -1.57  0.821
S  1.16  2.26  0.76  0.347
S  -1.34  -0.63  0.90  0.958
H  -0.26  -1.46  -1.31  0.109
H  1.67  -2.11  0.58  0.063
H  1.75  -0.36  0.87  0.058
H  2.07  -1.13  -0.81  0.123
H  -2.09  1.84  -0.56  -0.080
H  0.43  3.18  1.35  -0.324